1.
{
  "formula": "C16H17N",
  "method": "the ωB97M-V functional and the def2-TZVPD basis",
  "smiles": "Cc1c[nH]c2ccccc12.Cc1ccccc1",
  "max_force_ev_per_a": 5.7,
  "e_above_lowest_kcal_mol": 65.7,
  "gap_ev": 8.8,
  "spin_multiplicity": 1,
  "species": ["N", "C", "C", "C", "C", "C", "C", "C", "C", "C", "C", "C", "C", "C", "C", "C", "C", "H", "H", "H", "H", "H", "H", "H", "H", "H", "H", "H", "H", "H", "H", "H", "H", "H"],
  "xyz": [[1.017, 1.139, 2.718], [2.305, 2.897, -0.232], [-0.689, 1.892, -0.362], [0.221, 1.850, 0.661], [2.071, 1.748, 2.014], [-1.473, -3.100, -1.944], [-0.755, -3.104, -0.694], [-0.140, 1.224, 1.942], [0.429, -1.102, -1.542], [-1.300, 0.511, 1.955], [-1.917, 1.206, -0.255], [-2.187, 0.374, 0.917], [-0.193, -1.264, -2.820], [-1.204, -2.237, -2.973], [1.593, 2.230, 0.844], [0.218, -2.098, -0.621], [1.141, -2.072, 0.516], [0.128, -0.543, -3.655], [3.041, 2.073, 2.437], [-3.165, -0.235, 0.945], [3.188, 3.540, -0.192], [-2.327, -3.800, -2.200], [1.072, 0.869, 3.655], [1.220, -0.300, -1.489], [-1.758, -2.466, -3.911], [-1.411, -0.425, 2.654], [-0.574, 2.545, -1.387], [2.558, 2.218, -1.094], [0.911, -2.914, 1.249], [1.137, -1.183, 1.177], [1.528, 3.338, -0.865], [-0.999, -3.809, 0.042], [-2.627, 1.424, -0.980], [2.231, -2.042, 0.152]],
  "forces_ev_per_a": [[0.0, 0.9, -1.9], [0.1, -0.2, -3.7], [-2.0, 1.1, -3.1], [0.7, -0.5, 3.4], [-0.6, 1.0, 0.7], [-1.1, -1.5, 1.4], [-0.6, 2.1, -4.2], [1.8, 0.4, -2.7], [-0.2, 0.1, -3.8], [-1.3, -5.0, 2.4], [1.7, -0.3, 2.7], [-1.1, 2.0, -2.6], [0.2, 1.4, 0.1], [0.8, 0.4, -1.0], [0.4, -0.4, -0.4], [-0.1, -0.2, 1.8], [2.0, -0.4, 2.5], [-0.8, -1.3, 1.2], [-0.8, -0.8, 0.0], [2.0, 0.9, 0.2], [-0.4, 0.0, 0.9], [1.2, 0.5, 0.9], [-0.1, -0.5, 1.3], [-1.0, -1.2, 0.5], [0.7, 0.8, 0.6], [0.3, 2.3, -0.4], [0.2, -1.7, 2.8], [0.4, -0.4, 1.1], [0.8, 0.7, -1.1], [-0.5, 0.0, -0.6], [0.1, 1.2, 0.5], [0.1, -0.7, 1.1], [-1.3, -0.3, -1.3], [-1.5, -0.7, 0.6]]
}

---

2.
{
  "formula": "C16H17N3O4S",
  "method": "the ωB97M-V functional and the def2-TZVPD basis",
  "smiles": "CC(=O)Nc1ccc(C(=O)NNS(=O)(=O)c2ccc(C)cc2)cc1",
  "max_force_ev_per_a": 0.5,
  "e_above_lowest_kcal_mol": 60.6,
  "gap_ev": 9.3,
  "spin_multiplicity": 1,
  "species": ["S", "O", "O", "O", "O", "N", "N", "N", "C", "C", "C", "C", "C", "C", "C", "C", "C", "C", "C", "C", "C", "C", "C", "C", "H", "H", "H", "H", "H", "H", "H", "H", "H", "H", "H", "H", "H", "H", "H", "H", "H"],
  "xyz": [[-2.367, -0.659, 0.819], [7.216, -0.703, 0.374], [-2.507, -1.992, 1.323], [-1.625, 0.307, 1.585], [0.515, -2.116, -1.267], [-0.344, -0.110, -0.707], [-1.638, -0.658, -0.738], [5.880, 1.124, 0.074], [-5.359, 1.884, -0.035], [2.048, -0.400, -0.640], [3.112, -1.274, -0.422], [-6.421, 1.037, -0.334], [-5.001, -0.863, 0.108], [-6.229, -0.341, -0.256], [2.291, 0.972, -0.633], [0.710, -0.980, -0.876], [3.563, 1.448, -0.401], [7.071, 0.494, 0.324], [8.200, 1.482, 0.534], [-4.127, 1.369, 0.329], [4.386, -0.803, -0.180], [-7.751, 1.586, -0.744], [4.623, 0.570, -0.163], [-3.963, 0.001, 0.398], [7.982, 2.129, 1.382], [-7.917, 1.405, -1.806], [-1.534, -1.610, -1.099], [-7.050, -1.004, -0.482], [-3.295, 2.008, 0.576], [3.745, 2.514, -0.404], [-8.553, 1.096, -0.196], [9.118, 0.937, 0.729], [8.331, 2.098, -0.354], [5.900, 2.135, 0.059], [-4.834, -1.925, 0.186], [-7.805, 2.656, -0.566], [-5.498, 2.954, -0.088], [1.492, 1.669, -0.836], [2.918, -2.335, -0.443], [-0.289, 0.612, 0.003], [5.200, -1.486, -0.005]],
  "forces_ev_per_a": [[0.1, -0.1, -0.3], [0.0, -0.3, 0.0], [-0.2, 0.0, -0.3], [-0.2, 0.2, -0.2], [0.0, -0.1, 0.1], [0.1, 0.3, 0.2], [-0.3, 0.0, 0.4], [-0.2, 0.4, 0.0], [0.1, -0.1, 0.0], [0.4, 0.0, 0.1], [-0.3, 0.2, -0.1], [0.1, -0.1, 0.0], [0.0, -0.2, 0.0], [0.1, 0.1, 0.0], [0.0, -0.2, 0.0], [-0.3, 0.0, -0.2], [0.1, 0.0, 0.1], [0.3, 0.4, 0.0], [0.1, -0.2, 0.0], [0.0, 0.1, 0.0], [0.2, -0.1, 0.0], [0.0, 0.0, 0.0], [-0.3, -0.2, -0.1], [0.5, -0.2, 0.2], [0.0, 0.1, 0.0], [-0.1, 0.0, -0.1], [-0.1, 0.0, 0.1], [-0.1, -0.1, 0.0], [0.1, 0.2, 0.0], [0.0, 0.1, 0.0], [-0.1, 0.0, 0.0], [0.0, 0.0, 0.0], [0.0, 0.1, 0.0], [0.1, -0.2, 0.0], [-0.1, -0.2, 0.0], [-0.1, 0.1, 0.0], [0.0, 0.1, 0.0], [-0.1, 0.1, 0.0], [0.0, -0.1, 0.0], [0.2, -0.1, -0.2], [0.0, 0.0, 0.0]]
}

---

3.
{
  "formula": "C16H17N5O10P2V",
  "method": "the ωB97M-V functional and the def2-TZVPD basis",
  "total_charge": 1,
  "max_force_ev_per_a": 3.6,
  "e_above_lowest_kcal_mol": 29.7,
  "gap_ev": 5.0,
  "spin_multiplicity": 1,
  "species": ["V", "P", "P", "O", "O", "O", "O", "O", "O", "O", "O", "O", "O", "N", "N", "N", "N", "N", "C", "C", "C", "C", "C", "C", "C", "C", "C", "C", "C", "C", "C", "C", "C", "C", "H", "H", "H", "H", "H", "H", "H", "H", "H", "H", "H", "H", "H", "H", "H", "H", "H"],
  "xyz": [[2.397, 0.040, 1.365], [0.367, 0.092, 3.567], [0.850, 2.516, 2.265], [1.655, -0.473, 2.806], [-0.378, 2.625, 1.498], [6.290, 0.772, 2.017], [2.047, 1.754, 1.560], [2.892, -0.966, -0.087], [0.641, -0.408, 5.028], [3.854, -0.577, -2.097], [0.709, 1.661, 3.646], [-0.897, -0.263, 2.948], [1.530, 3.836, 2.758], [0.702, -0.012, 0.202], [-3.183, 0.555, -2.939], [4.167, 0.554, 1.200], [-3.685, -1.443, -2.086], [3.852, -1.578, 2.537], [4.502, 0.770, -0.176], [-6.633, -1.224, -4.302], [-1.187, -1.300, -0.433], [-6.312, 0.040, -4.836], [-5.835, -1.842, -3.365], [-4.691, -1.151, -2.974], [-4.355, 0.111, -3.499], [3.735, -0.363, -0.936], [4.704, -0.598, 3.233], [-0.035, -1.130, 0.292], [0.327, 0.954, -0.653], [5.181, 0.338, 2.140], [-1.603, -0.296, -1.308], [-2.812, -0.384, -2.109], [-0.801, 0.842, -1.422], [-5.183, 0.720, -4.449], [5.574, 0.714, -0.357], [-0.153, -0.457, 5.576], [4.124, 1.720, -0.565], [0.322, -1.912, 0.947], [5.567, -1.026, 3.741], [0.918, 4.580, 2.827], [0.958, 1.827, -0.721], [4.102, -0.051, 3.961], [-7.533, -1.721, -4.640], [-3.619, -2.276, -1.528], [-1.743, -2.216, -0.299], [3.335, -2.152, 3.195], [-6.977, 0.478, -5.568], [4.425, -2.186, 1.959], [-4.932, 1.690, -4.855], [-6.090, -2.812, -2.960], [-1.090, 1.626, -2.106]],
  "forces_ev_per_a": [[2.9, -1.0, -1.8], [-0.8, 0.3, 0.6], [-0.5, 0.4, 0.3], [-1.2, -0.6, 1.8], [0.0, 0.1, 0.0], [-0.1, 0.0, 0.0], [-0.5, 1.0, 0.2], [-0.3, -0.7, -0.5], [0.2, 0.1, -0.1], [-0.1, -0.3, 0.1], [0.0, -0.2, -0.4], [0.0, 0.0, 0.0], [0.2, -0.2, 0.0], [-0.4, 0.1, 0.2], [0.2, 0.1, 0.1], [0.2, 0.4, 0.0], [0.1, -0.1, 0.1], [-0.1, 0.3, 0.0], [-0.3, -0.3, -0.3], [0.0, 0.0, 0.0], [0.0, 0.0, -0.1], [0.0, 0.0, 0.0], [0.0, -0.1, 0.0], [0.0, 0.2, -0.1], [-0.2, -0.2, 0.0], [0.7, 0.8, -0.2], [0.1, 0.0, -0.1], [0.0, 0.0, -0.1], [0.1, 0.0, 0.0], [0.1, -0.2, 0.1], [0.2, 0.0, 0.1], [-0.2, 0.0, -0.2], [-0.1, -0.1, -0.1], [0.0, 0.0, 0.0], [0.0, 0.0, 0.1], [-0.1, -0.1, 0.1], [0.0, 0.0, 0.0], [0.0, 0.0, 0.1], [0.0, 0.0, 0.0], [0.0, 0.1, 0.0], [0.0, 0.0, 0.1], [0.0, 0.0, 0.0], [0.0, 0.0, 0.0], [0.0, 0.0, 0.0], [0.0, 0.0, 0.0], [0.0, 0.0, 0.0], [0.0, 0.0, 0.0], [-0.1, 0.0, -0.1], [0.0, 0.0, 0.0], [0.0, 0.0, 0.0], [0.0, 0.0, 0.0]]
}

---

4.
{
  "formula": "C16H17N5O2",
  "method": "the ωB97M-V functional and the def2-TZVPD basis",
  "smiles": "CCOC(=O)[C@@H](Cc1ccccc1)c1ccnc2nc(N)nn12",
  "max_force_ev_per_a": 1.5,
  "e_above_lowest_kcal_mol": 0.0,
  "gap_ev": 9.2,
  "spin_multiplicity": 1,
  "species": ["O", "O", "N", "N", "N", "N", "N", "C", "C", "C", "C", "C", "C", "C", "C", "C", "C", "C", "C", "C", "C", "C", "C", "H", "H", "H", "H", "H", "H", "H", "H", "H", "H", "H", "H", "H", "H", "H", "H", "H"],
  "xyz": [[-0.649, -1.173, -0.737], [0.729, -0.390, -2.324], [2.364, 0.648, 0.123], [4.332, -0.101, 0.796], [4.206, 2.150, 0.003], [2.144, -0.606, 0.511], [3.596, -2.281, 1.312], [2.001, 2.772, -0.702], [-4.888, 0.647, 0.388], [-0.647, -2.475, -1.322], [-2.782, -0.270, 1.079], [3.361, 3.027, -0.484], [-4.245, 1.805, -0.014], [0.104, -0.246, -1.305], [1.496, 1.529, -0.386], [-4.153, -0.388, 0.938], [0.379, -3.363, -0.634], [3.355, -1.020, 0.898], [3.727, 0.959, 0.303], [0.072, 1.089, -0.555], [-2.126, 0.882, 0.669], [-0.635, 1.020, 0.811], [-2.874, 1.921, 0.128], [1.366, -2.916, -0.724], [-4.651, -1.292, 1.260], [-4.813, 2.621, -0.437], [-0.440, 1.807, -1.204], [-0.227, 0.181, 1.374], [2.806, -2.831, 1.601], [-1.662, -2.857, -1.187], [-0.421, -2.384, -2.389], [-2.212, -1.081, 1.507], [4.476, -2.430, 1.773], [-0.411, 1.946, 1.351], [3.782, 3.994, -0.723], [-2.382, 2.834, -0.178], [0.385, -4.346, -1.097], [-5.959, 0.555, 0.277], [1.358, 3.528, -1.120], [0.136, -3.465, 0.421]],
  "forces_ev_per_a": [[-0.2, 0.0, 0.3], [0.0, 0.0, 0.0], [1.3, 0.8, 0.1], [0.5, -0.2, 0.2], [0.5, 0.4, 0.0], [-0.5, -1.2, 0.3], [0.0, -0.4, 0.1], [-0.1, -0.2, 0.1], [-0.1, 0.0, 0.0], [0.1, -0.5, -0.3], [-0.1, 0.1, 0.0], [-0.1, 0.0, 0.0], [-0.1, 0.1, -0.1], [0.0, 0.2, -0.4], [-0.2, 0.4, -0.3], [0.0, -0.1, 0.0], [-0.2, 0.4, -0.1], [-0.2, 1.0, -0.4], [-0.8, -0.4, 0.0], [0.2, -0.3, 0.2], [0.0, 0.1, 0.1], [0.0, 0.1, -0.1], [0.0, -0.1, 0.0], [0.1, 0.0, 0.0], [0.0, -0.1, 0.0], [0.0, 0.1, 0.0], [0.1, -0.1, 0.0], [0.0, 0.1, 0.0], [0.1, 0.0, 0.0], [0.1, 0.1, 0.0], [-0.1, 0.0, 0.2], [0.1, -0.1, 0.0], [-0.1, 0.0, 0.0], [0.0, -0.1, 0.0], [-0.1, 0.1, -0.1], [0.1, 0.1, 0.0], [0.0, -0.1, 0.0], [-0.1, 0.0, 0.0], [-0.1, 0.0, -0.1], [0.0, -0.1, 0.1]]
}

---

5.
{
  "formula": "C16H17NO3S",
  "method": "the ωB97M-V functional and the def2-TZVPD basis",
  "smiles": "C[C@H](OC(=O)c1cccs1)C(=O)NCCc1ccccc1",
  "max_force_ev_per_a": 10.0,
  "e_above_lowest_kcal_mol": 242.4,
  "gap_ev": 8.7,
  "spin_multiplicity": 1,
  "species": ["S", "O", "O", "O", "N", "C", "C", "C", "C", "C", "C", "C", "C", "C", "C", "C", "C", "C", "C", "C", "C", "H", "H", "H", "H", "H", "H", "H", "H", "H", "H", "H", "H", "H", "H", "H", "H", "H"],
  "xyz": [[-2.567, 1.786, -0.601], [-2.018, -0.780, -0.403], [0.764, -3.284, 0.157], [-3.898, -1.777, 0.892], [0.483, -1.160, -0.614], [-3.577, 0.823, 0.210], [-1.323, -2.282, -0.085], [-4.786, 2.588, 0.430], [-1.907, -3.127, -1.168], [4.314, 1.463, -0.620], [-4.867, 1.213, 0.746], [5.674, 1.967, -0.560], [2.273, 0.503, 0.337], [-3.150, -0.718, 0.363], [3.701, 0.681, 0.144], [5.998, -0.043, 0.938], [-3.666, 3.177, -0.287], [0.111, -2.226, -0.128], [6.534, 1.035, -0.066], [4.744, -0.405, 0.954], [1.925, -0.745, -0.836], [2.429, -1.669, -0.601], [-5.614, 0.629, 1.106], [4.302, -1.126, 1.569], [2.245, -0.467, -1.729], [6.865, -0.553, 1.265], [-1.698, -2.629, -1.929], [2.061, 0.053, 1.369], [-1.454, -4.095, -1.372], [3.481, 2.392, -0.867], [5.971, 2.705, -1.274], [-1.638, -2.642, 0.834], [-0.204, -0.467, -0.734], [-5.676, 3.137, 0.569], [-3.406, 4.103, -0.531], [-2.995, -3.050, -1.162], [7.577, 1.281, 0.110], [1.699, 1.266, 0.295]],
  "forces_ev_per_a": [[-0.2, 3.6, -0.1], [-0.2, -4.4, 3.2], [-1.2, 2.6, -0.4], [5.2, 7.0, -3.1], [5.7, 6.5, -3.6], [-3.6, -7.1, 3.6], [-2.9, 0.1, -1.0], [0.2, 2.0, -1.4], [-1.9, -3.0, 4.6], [-1.0, 9.5, -2.7], [7.3, 3.2, -3.9], [0.1, -3.7, -1.5], [2.8, -9.1, 0.1], [-3.9, -2.3, 0.1], [1.6, -7.3, 5.6], [2.9, 2.1, -4.0], [-2.2, -7.6, 2.6], [0.6, -7.2, 1.9], [-1.1, 0.4, 3.7], [-3.8, 3.9, -2.0], [-2.8, -0.3, 7.3], [0.7, 0.0, 0.5], [-1.8, -1.5, 1.2], [-0.5, -1.1, 0.8], [0.5, 1.6, -4.3], [0.2, -0.9, 1.2], [2.0, 4.3, -7.4], [0.4, 0.3, -1.5], [-0.3, -0.2, 0.9], [2.3, -2.3, -0.4], [0.2, 0.7, 0.1], [-1.0, 0.1, 2.0], [-0.6, 1.0, -0.3], [-0.6, 1.3, 0.4], [0.6, 3.7, -1.0], [0.1, -0.8, 0.6], [0.1, -0.2, -0.5], [-3.8, 5.5, -1.2]]
}

---

6.
{
  "formula": "C16H18AsMnN2O7S2",
  "method": "the ωB97M-V functional and the def2-TZVPD basis",
  "total_charge": -1,
  "max_force_ev_per_a": 2.7,
  "e_above_lowest_kcal_mol": 24.3,
  "gap_ev": [7.0, 7.0],
  "spin_multiplicity": 6,
  "species": ["As", "Mn", "S", "S", "O", "O", "O", "O", "O", "O", "O", "N", "N", "C", "C", "C", "C", "C", "C", "C", "C", "C", "C", "C", "C", "C", "C", "C", "C", "H", "H", "H", "H", "H", "H", "H", "H", "H", "H", "H", "H", "H", "H", "H", "H", "H", "H"],
  "xyz": [[2.611, 1.838, -0.409], [-0.146, 0.412, -0.921], [-1.355, 1.599, -2.976], [0.248, 0.910, 1.638], [-2.354, 0.331, -0.545], [-0.733, 1.005, 2.691], [0.350, -0.439, 1.057], [2.530, 3.354, -0.936], [4.346, 1.332, -0.788], [0.091, 1.928, 0.582], [1.847, 0.676, -1.301], [-2.990, 1.433, -0.865], [-0.316, -1.333, -2.102], [-2.635, 2.143, -1.990], [4.250, 2.035, 3.431], [-0.325, -3.796, -1.241], [-1.190, -3.900, 0.021], [1.830, 1.275, 2.377], [-4.695, 3.001, -0.337], [-0.317, -2.419, -1.686], [2.020, 1.209, 3.746], [3.243, 1.586, 4.274], [-3.986, 1.861, -0.065], [4.049, 2.089, 2.062], [-4.383, 3.736, -1.484], [-0.912, -4.637, -2.388], [-3.359, 3.298, -2.293], [1.129, -4.192, -0.952], [2.831, 1.692, 1.531], [-1.210, -4.930, 0.374], [1.749, -4.011, -1.827], [-4.160, 1.239, 0.800], [-4.929, 4.633, -1.726], [-0.320, -4.502, -3.290], [3.410, 1.545, 5.341], [4.250, 0.853, -1.616], [1.182, -5.248, -0.690], [1.521, -3.599, -0.129], [5.195, 2.352, 3.850], [-3.058, 3.829, -3.181], [4.814, 2.439, 1.382], [1.197, 0.885, 4.366], [-5.477, 3.317, 0.332], [-0.921, -5.691, -2.122], [-2.205, -3.573, -0.195], [-1.928, -4.314, -2.601], [-0.793, -3.255, 0.802]],
  "forces_ev_per_a": [[2.6, 0.4, -0.6], [-0.8, 0.5, -1.6], [0.1, 0.1, 0.3], [-0.6, 0.1, 2.4], [0.4, -0.2, 0.1], [0.2, 0.0, 0.0], [0.0, 0.0, -0.3], [-0.4, 1.1, 0.2], [-0.6, 0.0, 0.6], [0.1, -0.1, 0.1], [-0.7, -0.9, 0.0], [-0.1, 0.4, -0.2], [0.1, -2.5, 0.5], [0.5, -0.6, -0.3], [0.1, 0.1, 0.1], [0.0, -0.7, 0.2], [0.0, 0.2, -0.1], [-0.4, 0.0, -0.3], [0.0, 0.0, -0.1], [-0.1, 2.1, -1.0], [-0.2, -0.1, 0.1], [0.0, 0.0, 0.0], [-0.1, 0.0, 0.2], [0.1, 0.0, -0.2], [0.3, -0.3, -0.1], [0.0, 0.2, 0.0], [-0.6, 0.4, 0.4], [-0.1, 0.1, 0.0], [-0.1, -0.1, -0.5], [0.0, 0.0, 0.0], [0.1, 0.0, 0.0], [0.1, 0.0, 0.0], [-0.1, 0.1, 0.0], [0.0, -0.1, -0.1], [0.0, 0.0, 0.1], [0.0, -0.1, -0.1], [0.0, -0.1, 0.0], [0.1, 0.0, 0.1], [0.1, 0.0, 0.0], [0.0, 0.1, 0.0], [0.1, 0.0, 0.1], [0.0, 0.0, 0.1], [-0.1, 0.0, 0.1], [0.0, -0.1, 0.1], [-0.1, 0.0, 0.0], [-0.1, 0.0, 0.0], [0.0, 0.0, 0.1]]
}